1.
C5H13N3 | ωB97M-V/def2-TZVPD

As for the energy relative to the best compared isomer or geometry (same formula, charge and spin): 43.8 kcal/mol. The total energy comes out at -362.5125 a.u. The calculation puts the HOMO energy at -0.2890 Ha. As for the LUMO energy: 1.092 eV.

Cartesian coordinates (Å):
C (-1.45346, -2.48719, 0.50953)
C (-0.44803, -1.73954, 0.94610)
N (0.77153, -1.57484, 0.31964)
N (1.45556, -0.33887, 0.39009)
C (1.15583, 0.61938, -0.69288)
N (1.82579, 1.87091, -0.42810)
C (-0.32423, 0.85292, -1.02647)
C (-1.19287, 1.36684, 0.11934)
H (-2.31053, -2.68862, 1.12153)
H (-1.40996, -2.98650, -0.44393)
H (-0.49118, -1.26411, 1.91957)
H (0.83755, -1.97809, -0.60236)
H (1.22287, 0.07710, 1.29070)
H (1.63365, 0.18480, -1.58874)
H (2.75925, 1.67836, -0.07369)
H (1.32585, 2.40281, 0.26987)
H (-0.34474, 1.57802, -1.84406)
H (-0.75156, -0.07796, -1.39596)
H (-1.24258, 0.64624, 0.94472)
H (-2.20364, 1.53512, -0.24024)
H (-0.81509, 2.32321, 0.50536)

Atoms 1-2, force components in eV/Å:
C -0.02 -0.20 -0.04
C -0.04 0.08 0.02


2.
C5H13N3O | ωB97M-V/def2-TZVPD

As for the energy relative to the best compared isomer or geometry (same formula, charge and spin): 163.7 kcal/mol. The total energy comes out at -437.5932 a.u. The calculation puts the HOMO energy (alpha / beta) at -0.2827 / -0.2787 Ha. As for the LUMO energy (alpha / beta): 0.849 / -0.197 eV.

Cartesian coordinates (Å):
C (-0.13065, 1.25094, 0.18462)
C (0.85877, 1.86277, -0.78899)
C (-1.51038, 1.89863, 0.16424)
N (-0.90400, -0.35343, -1.11920)
O (-0.69769, -0.27225, -2.27867)
H (0.27449, 1.50298, 1.16754)
H (0.98937, 2.93448, -0.60109)
H (-1.93552, 1.94745, -0.84034)
H (-2.19614, 1.34348, 0.81187)
H (0.52262, 1.80442, -1.83024)
H (1.83949, 1.38655, -0.69551)
H (-1.45909, 2.92211, 0.55503)
C (0.13307, -2.93202, -0.14962)
N (0.37225, -1.49760, -0.20589)
C (0.31481, -0.74203, 1.02295)
N (1.45713, -0.66540, 1.66107)
H (1.23778, -1.26359, -0.69402)
H (1.32167, -0.21559, 2.56619)
H (-0.67347, -0.87093, 1.49326)
H (0.55617, -3.45832, -1.00780)
H (0.56204, -3.41868, 0.72881)
H (-0.93272, -3.16399, -0.14419)

Atoms 1-2, force components in eV/Å:
C -0.22 2.23 -0.37
C -0.21 -0.32 -0.32


3.
C5H13N3O | ωB97M-V/def2-TZVPD

As for the energy relative to the best compared isomer or geometry (same formula, charge and spin): 41.1 kcal/mol. The total energy comes out at -437.7885 a.u. The calculation puts the HOMO energy at -0.3203 Ha. As for the LUMO energy: 0.852 eV.

Cartesian coordinates (Å):
H (0.16794, 2.79206, 0.25222)
N (0.02643, 1.79236, 0.15805)
C (0.86997, 1.07638, 0.80412)
N (1.73319, 1.62240, 1.75848)
N (0.66042, -0.28463, 0.93712)
C (0.69264, -0.98686, 2.20512)
H (2.54016, 1.06545, 1.99210)
H (1.84095, 2.62389, 1.72186)
H (0.75903, -0.87288, 0.12231)
H (0.05323, -0.49603, 2.94277)
H (1.71183, -1.06210, 2.59735)
H (0.36390, -2.00940, 2.03719)
C (-2.03994, -0.08593, -0.91684)
C (-0.91611, -0.99283, -1.28356)
C (-0.30202, -0.68838, -2.77224)
O (-0.62372, -2.03507, -0.74003)
H (-2.58695, 0.25097, -1.79220)
H (-1.59603, 0.80252, -0.44047)
H (-2.70529, -0.55483, -0.19281)
H (0.46662, -1.42446, -3.00062)
H (0.02556, 0.33385, -2.94736)
H (-1.14179, -0.86648, -3.44257)

Atoms 1-2, force components in eV/Å:
H 0.47 0.01 -0.15
N 0.39 -0.03 -0.69


Q: Look up the energy relative to the best compared isomer or geometry (same formula, charge and spin) of the second one.
A: 163.7 kcal/mol


Q: Look up the total energy of the second one.
A: -437.5932 a.u.


Q: Which of these has the lowest total energy?
A: number 3